<i>
C4H4N2O2 in the gas phase, computed with ωB97M-V with the def2-TZVPD basis set.

Last column: natural (NBO) charge in e.
Positions of all 12 atoms, in Å:
N1 2.28 0.87 -0.05  -0.643
N2 1.06 1.36 -0.51  -0.127
C1 0.00 0.72 -0.12  0.004
C2 -1.35 0.85 -0.77  -0.313
C3 -2.01 -0.30 -0.48  0.135
O1 -1.28 -1.19 0.33  -0.473
C4 -0.01 -0.72 0.50  0.725
O2 0.84 -1.52 0.96  -0.565
H1 2.24 0.06 0.69  0.405
H2 3.06 1.73 0.12  0.400
H3 -1.96 1.46 -1.40  0.250
H4 -2.98 -0.51 -0.70  0.201

Results
SMILES ... N/N=C1/C=COC1=O
Gap between HOMO and LUMO ... 8.48 eV
Spin multiplicity ... 1
Charge ... 0

***

<ii>
A molecular structure, C4H4N2O2, computed with ωB97M-V with the def2-TZVPD basis set.

Last column: natural (NBO) charge in e.
Positions of all 12 atoms, in Å:
C1 0.05 -1.09 -0.19  -0.045
C2 0.63 0.19 -0.15  -0.249
C3 1.55 1.24 -0.35  -0.065
C4 -0.46 1.12 -0.15  0.434
H1 -1.67 -2.37 1.68  0.421
H2 0.43 -2.01 -0.22  0.226
H3 2.16 1.34 0.51  0.211
H4 1.95 1.23 -1.46  0.217
N1 -1.19 -0.71 0.05  0.098
N2 -1.62 0.57 0.01  -0.279
O1 -2.23 -1.75 0.43  -0.485
O2 0.38 2.26 -0.16  -0.485

Results
Gap between HOMO and LUMO ... 7.53 eV
Spin multiplicity ... 1
Charge ... 0

***

Going by the energies, <i> is most stable and the next is 6.320 eV up.